Computed, not measured: 13 unconnected molecules or ions with the total composition H26O13 in a non-equilibrium geometry, with wB97M-V/def2-TZVPD.

Structure (ORCA input):
```
! wB97M-V def2-TZVPD RIJCOSX def2/J DEFGRID3
* xyz 0 1
H -28.29729 -32.85148 63.85107
H -31.55292 -32.51099 64.18657
H -28.55483 -33.73769 65.22671
H -28.71252 -36.67612 65.31316
H -32.77137 -34.93113 66.73716
H -29.83286 -34.93579 63.06122
O -30.49573 -31.09354 66.00787
H -28.08567 -32.92605 69.58569
H -31.25176 -33.68103 65.35178
H -29.59244 -35.15252 67.24530
H -27.40324 -35.56118 68.32469
H -29.23986 -35.43770 69.53509
O -33.09129 -34.77210 67.60935
H -31.86702 -33.62260 68.51119
H -28.15038 -35.82178 66.30428
O -31.82140 -32.95554 65.12047
H -31.25251 -38.44455 67.40961
H -29.97548 -33.61687 67.65124
H -31.48509 -32.07835 68.40039
O -29.45687 -36.17545 69.31984
O -27.11405 -34.94933 67.74523
O -31.06028 -37.62993 67.03510
H -28.03738 -32.09246 66.35950
H -26.81982 -30.89960 66.45897
H -29.48288 -33.41042 69.93493
H -33.42626 -33.99444 67.42210
O -31.29056 -33.00416 68.81378
H -31.25738 -30.53748 65.85624
O -29.69606 -35.12957 63.99181
H -27.52115 -34.13307 68.00155
H -30.43564 -35.47184 64.47725
O -28.56984 -36.78472 66.21989
H -30.75840 -31.82671 65.48613
H -30.14273 -37.29541 66.59296
O -28.61429 -33.67589 69.75583
O -27.86625 -33.28413 64.80517
H -30.03473 -36.47766 69.98699
O -27.70180 -31.23226 66.92461
O -29.94019 -34.24559 67.02363
*
```

Values from the calculation:
Gap between HOMO and LUMO in eV: 9.92
ΔE to the lowest compared entry with this formula, charge and spin in kcal/mol: 151.84